ORCA calculation (ωB97M-V/def2-TZVPD) on a gas-phase ion, H3NO3P2 (charge -2).

```
! RIJCOSX wB97M-V def2-TZVPD def2/J DEFGRID3
* xyz -2 1
N -0.6818 0.4758 0.5228
O 1.3140 1.0792 -1.2834
H -1.1741 -0.8457 -1.3324
O 1.7152 1.1899 1.1816
P 1.1263 0.3924 0.0591
H -0.6991 -1.8100 -0.0303
O 1.2076 -1.1259 0.0830
P -1.6682 -0.6900 -0.1126
H -1.1399 1.3344 0.9122
*
```

For the HOMO-LUMO gap, the calculation gives 6.99 eV. The calculation puts the maximum force at 3.11 eV Å⁻¹.

ORCA calculation (ωB97M-V/def2-TZVPD) on a molecular structure, H3NO3P2.

```
! RIJCOSX wB97M-V def2-TZVPD def2/J DEFGRID3
* xyz -2 1
P 1.1932 0.4584 -0.3774
O 1.1563 0.0312 1.1337
H -1.1527 0.2449 1.7429
O 1.4053 1.9283 -0.6129
O 1.9608 -0.4752 -1.2722
P -0.7940 -0.8176 0.8890
N -0.6082 0.1202 -0.5024
H -2.3088 -0.9818 0.6345
H -0.8519 -0.5084 -1.6353
*
```

For the HOMO-LUMO gap, the calculation gives 6.84 eV. The calculation puts the maximum force at 5.99 eV Å⁻¹.

ORCA calculation (ωB97M-V/def2-TZVPD) on 2 unconnected molecules or ions with the total composition H3NO3PS.

```
! RIJCOSX wB97M-V def2-TZVPD def2/J DEFGRID3
* xyz -1 1
P 0.9516 0.3225 -0.3511
H 0.4046 2.4781 -0.5869
H 1.1339 0.0497 3.1640
O -0.9087 -2.0008 -0.0283
H 1.0684 0.4073 2.5082
S -1.0240 -1.7453 -1.4603
N 0.9416 1.8701 0.0310
O -0.2525 0.0513 -1.3225
O -2.3149 -1.4328 -1.9540
*
```

For the HOMO-LUMO gap, the calculation gives 8.87 eV. The calculation puts the maximum force at 2.85 eV Å⁻¹.

ORCA calculation (ωB97M-V/def2-TZVPD) on a gas-phase ion, H3NO3PS (charge -1).

```
! RIJCOSX wB97M-V def2-TZVPD def2/J DEFGRID3
* xyz -1 1
O -0.4618 3.0912 -0.9572
P 0.1884 0.6250 1.4271
H 0.9633 -1.2870 0.6793
H -1.2169 0.7616 1.2403
S 0.2649 1.8603 -0.6822
O 1.7182 1.8828 -0.9110
H -1.4085 1.1988 -2.4000
O -0.6470 0.6977 -2.0259
N 0.0881 -0.8623 1.0160
*
```

For the HOMO-LUMO gap, the calculation gives 8.08 eV. The calculation puts the maximum force at 2.79 eV Å⁻¹.

ORCA calculation (ωB97M-V/def2-TZVPD) on 2 unconnected molecules or ions with the total composition H3NO3S2.

```
! RIJCOSX wB97M-V def2-TZVPD def2/J DEFGRID3
* xyz 0 1
N 0.2935 0.1759 -0.4359
O 2.2939 1.1664 0.5855
S 0.9299 0.6815 0.9130
H -0.6234 0.3631 -0.7584
H 2.0469 -0.9203 2.2935
H 0.8182 -0.3944 -1.0526
S -4.1705 -0.4407 -1.6736
O 1.2621 -0.8311 1.6975
O -2.8507 0.1997 -1.5690
*
```

For the HOMO-LUMO gap (spin up / spin down), the calculation gives 7.65 / 7.65 eV. The calculation puts the maximum force at 3.42 eV Å⁻¹.

ORCA calculation (ωB97M-V/def2-TZVPD) on 2 unconnected molecules or ions with the total composition H3NOPS.

```
! RIJCOSX wB97M-V def2-TZVPD def2/J DEFGRID3
* xyz -1 1
P -2.2356 0.1570 0.1748
O -2.9718 -0.8424 -0.6328
N 1.5778 0.5429 -0.1681
S 3.0016 -0.3478 -0.5830
H 0.8057 0.6352 -0.8745
H 1.3644 0.5013 0.8116
H -1.5420 -0.6461 1.2720
*
```

For the HOMO-LUMO gap (spin up / spin down), the calculation gives 7.95 / 3.42 eV. The calculation puts the maximum force at 2.27 eV Å⁻¹.

ORCA calculation (ωB97M-V/def2-TZVPD) on a single H3NOS molecule.

```
! RIJCOSX wB97M-V def2-TZVPD def2/J DEFGRID3
* xyz 0 1
S -1.4189 0.5745 0.2236
N 0.5281 0.2753 -0.1031
O -1.9603 -0.9144 -0.2652
H 0.9483 1.1762 -0.1135
H -1.7107 -1.5607 0.4403
H 0.2703 0.1629 -1.0243
*
```

For the HOMO-LUMO gap, the calculation gives 9.46 eV. The calculation puts the maximum force at 4.02 eV Å⁻¹.

ORCA calculation (ωB97M-V/def2-TZVPD) on 2 unconnected molecules or ions with the total composition H3NOS2.

```
! RIJCOSX wB97M-V def2-TZVPD def2/J DEFGRID3
* xyz 0 1
O -0.1388 0.2709 -1.1099
H -2.1989 -0.3850 -0.3857
S -1.3840 -0.8281 -1.3656
N 0.6617 -0.0804 -0.0293
H 2.0053 -0.1990 -0.4880
S 0.6392 1.0720 1.2145
H 0.4155 0.1495 2.1640
*
```

For the HOMO-LUMO gap, the calculation gives 9.49 eV. The calculation puts the maximum force at 5.62 eV Å⁻¹.

ORCA calculation (ωB97M-V/def2-TZVPD) on a single H3O2PS4 molecule.

```
! RIJCOSX wB97M-V def2-TZVPD def2/J DEFGRID3
* xyz 0 1
S 0.8011 -0.2238 -1.2508
H 3.0936 0.0869 -0.1461
O 2.1848 2.1393 0.0367
P -0.6983 -1.3532 -0.2439
H -0.2607 -2.2931 1.6895
O 0.2058 -1.7466 1.0581
S -3.1079 0.7728 -0.8067
H -2.2948 1.6469 -1.4021
S -1.8656 0.2249 0.7107
S 1.9421 0.7459 0.3545
*
```

For the HOMO-LUMO gap, the calculation gives 8.70 eV. The calculation puts the maximum force at 1.63 eV Å⁻¹.

ORCA calculation (ωB97M-V/def2-TZVPD) on 2 unconnected molecules or ions with the total composition H3O4P.

```
! RIJCOSX wB97M-V def2-TZVPD def2/J DEFGRID3
* xyz 0 1
O 0.7297 1.7988 -0.3445
O -1.1536 0.5186 0.9113
P -0.7256 -2.1128 0.6287
O -1.3036 -0.6987 0.3952
H -1.7093 -2.6794 -0.1048
O 1.6389 0.7674 -0.8191
H 0.0619 1.3070 0.1883
H 2.4616 1.0992 -0.8551
*
```

For the HOMO-LUMO gap (spin up / spin down), the calculation gives 7.09 / 7.08 eV. The calculation puts the maximum force at 6.38 eV Å⁻¹.

ORCA calculation (ωB97M-V/def2-TZVPD) on a molecular structure, H3O4PS.

```
! RIJCOSX wB97M-V def2-TZVPD def2/J DEFGRID3
* xyz 0 1
O -0.9685 -1.5266 -0.2962
O -1.5564 0.5883 1.1530
O 2.6593 -0.5972 0.2929
H -0.9845 1.3053 1.5559
H 2.1911 -1.1736 0.9322
O -1.3148 0.6064 -1.4468
P -0.8042 -0.0534 -0.0901
S 1.8683 0.8131 0.0568
H -1.0903 0.0377 -2.1576
*
```

For the HOMO-LUMO gap (spin up / spin down), the calculation gives 7.68 / 7.68 eV. The calculation puts the maximum force at 3.23 eV Å⁻¹.

ORCA calculation (ωB97M-V/def2-TZVPD) on 2 unconnected molecules or ions with the total composition H3O4PSi.

```
! RIJCOSX wB97M-V def2-TZVPD def2/J DEFGRID3
* xyz -2 3
O -0.7949 -1.2089 1.6251
O -2.3737 0.2318 -1.8816
O 3.4722 0.8755 1.7096
O -1.3312 1.2246 1.4026
H 0.2331 0.5396 -1.9006
H 3.1024 0.1069 1.2305
P -0.5573 0.0275 0.8201
Si -0.9919 -0.1965 -1.4634
H -0.7587 -1.6005 -1.5422
*
```

For the HOMO-LUMO gap (spin up / spin down), the calculation gives 4.35 / 4.26 eV. The calculation puts the maximum force at 3.39 eV Å⁻¹.

ORCA calculation (ωB97M-V/def2-TZVPD) on 2 unconnected molecules or ions with the total composition H3OP.

```
! RIJCOSX wB97M-V def2-TZVPD def2/J DEFGRID3
* xyz 0 1
H -0.4184 -1.2989 0.9906
P -0.2847 -0.2703 0.0303
O -1.7220 0.1223 0.0757
H 0.1958 -0.4109 -1.3215
H 2.2293 1.8578 0.2248
*
```

For the HOMO-LUMO gap (spin up / spin down), the calculation gives 9.47 / 8.78 eV. The calculation puts the maximum force at 1.68 eV Å⁻¹.

ORCA calculation (ωB97M-V/def2-TZVPD) on a single H3OPS molecule.

```
! RIJCOSX wB97M-V def2-TZVPD def2/J DEFGRID3
* xyz 0 1
H 1.2644 0.8471 0.7449
P 0.1291 0.4951 -0.0534
H 0.5742 0.8355 -1.3606
O -1.1915 1.0504 0.2688
S -0.0162 -1.5636 -0.2799
H -0.7600 -1.6646 0.6801
*
```

For the HOMO-LUMO gap, the calculation gives 10.91 eV. The calculation puts the maximum force at 4.71 eV Å⁻¹.

ORCA calculation (ωB97M-V/def2-TZVPD) on a single H3OPSi molecule.

```
! RIJCOSX wB97M-V def2-TZVPD def2/J DEFGRID3
* xyz 0 1
H 0.1074 -0.8920 -1.1060
H 0.6208 -0.6260 1.0196
P -2.6704 -0.5185 0.0202
H 0.1500 1.4233 0.1288
O -3.3050 0.7804 -0.2188
Si -0.3319 -0.0767 -0.0655
*
```

For the HOMO-LUMO gap, the calculation gives 7.67 eV. The calculation puts the maximum force at 3.62 eV Å⁻¹.

ORCA calculation (ωB97M-V/def2-TZVPD) on 2 unconnected molecules or ions with the total composition H3OS2.

```
! RIJCOSX wB97M-V def2-TZVPD def2/J DEFGRID3
* xyz -1 1
S 1.8440 -1.5543 1.6665
H -1.9013 1.1037 -1.6894
O -1.5523 1.6666 -0.9975
H 2.5122 -1.5429 0.5007
S -0.0201 -0.7788 1.1043
H -0.8825 1.1057 -0.5846
*
```

For the HOMO-LUMO gap, the calculation gives 6.09 eV. The calculation puts the maximum force at 0.57 eV Å⁻¹.

ORCA calculation (ωB97M-V/def2-TZVPD) on 2 unconnected molecules or ions with the total composition H3PS.

```
! RIJCOSX wB97M-V def2-TZVPD def2/J DEFGRID3
* xyz 0 1
S -0.2125 -2.0501 -0.5624
H 1.8528 1.8925 0.8909
P 1.1608 0.8573 1.4184
H 1.9709 0.9695 2.6157
H 0.5555 -2.9279 -1.4579
*
```

For the HOMO-LUMO gap (spin up / spin down), the calculation gives 8.66 / 6.76 eV. The calculation puts the maximum force at 2.46 eV Å⁻¹.

ORCA calculation (ωB97M-V/def2-TZVPD) on a single H3PS2 molecule.

```
! RIJCOSX wB97M-V def2-TZVPD def2/J DEFGRID3
* xyz 0 1
H -1.8301 0.7755 -1.1704
S -2.5055 0.2510 -0.1540
P 0.8622 0.2985 -0.6376
H 1.6379 1.0724 0.2905
H 1.4321 -0.7732 -0.1523
S -0.5527 -0.1046 0.8769
*
```

For the HOMO-LUMO gap, the calculation gives 8.41 eV. The calculation puts the maximum force at 3.13 eV Å⁻¹.

ORCA calculation (ωB97M-V/def2-TZVPD) on 2 unconnected molecules or ions with the total composition H3PS2.

```
! RIJCOSX wB97M-V def2-TZVPD def2/J DEFGRID3
* xyz 0 1
S -1.4411 -0.3861 0.5838
H -1.4287 0.2440 1.8251
S 1.9162 2.4742 -3.0806
H 3.3438 0.1715 -3.3428
P 1.8288 0.5227 -3.1059
H -2.1308 -1.4983 0.9927
*
```

For the HOMO-LUMO gap, the calculation gives 7.36 eV. The calculation puts the maximum force at 2.16 eV Å⁻¹.

ORCA calculation (ωB97M-V/def2-TZVPD) on 2 unconnected molecules or ions with the total composition H3S3.

```
! RIJCOSX wB97M-V def2-TZVPD def2/J DEFGRID3
* xyz -1 1
S 0.4049 -0.4598 -1.0228
H -1.3165 2.6135 0.5188
S -2.0147 1.4742 0.4163
H -0.6218 0.2722 -0.3159
S 1.7018 -0.9943 0.4969
H 1.9808 -2.2283 0.0516
*
```

For the HOMO-LUMO gap, the calculation gives 6.57 eV. The calculation puts the maximum force at 0.60 eV Å⁻¹.

Molar mass for the records above, in order: 126.976; 126.976; 128.069; 128.069; 129.162; 96.071; 65.097; 97.164; 194.264; 97.994; 130.061; 126.080; 49.997; 82.064; 78.083; 83.157; 66.065; 98.132; 98.132; 99.225 g/mol
Energy relative to the best compared isomer or geometry (same formula, charge and spin) for the records above, in order: 5.7; 23.0; 11.7; 50.2; 37.5; 38.0; 19.6; 89.6; 20.8; 162.5; 35.2; 2.9; 95.5; 6.1; 24.8; 4.2; 75.2; 26.5; 32.7; 6.7 kcal per mole